Entry 1:
Here is H24NeO12 as an isolated structure from OMol25. Energies are from ωB97M-V with the def2-TZVPD basis set.

Summary:
Spin multiplicity: 1
E_HOMO: -10.405 eV
Energy above the lowest of the compared OMol25 structures with the same formula, charge and spin: 73.2 kJ/mol
Electronic energy: -1046.23364 hartree

Geometry as XYZ:
```
37
H24NeO12 | OMol25 | ωB97M-V with the def2-TZVPD basis set
Ne 0.329 0.276 -0.187
O -0.303 -2.686 -1.675
H 0.636 -2.735 -1.500
H -0.490 -3.462 -2.202
O 2.472 -2.913 -1.293
H 3.159 -2.666 -1.912
H 2.865 -2.779 -0.431
O 2.165 2.269 0.547
H 2.083 2.196 -0.404
H 1.758 3.109 0.759
O -0.872 4.141 -0.293
H -0.735 3.205 -0.439
H -1.313 4.189 0.556
O 1.398 0.325 2.667
H 1.660 0.872 1.927
H 1.375 0.924 3.412
O 0.879 2.311 -2.193
H 0.505 2.905 -2.843
H 0.571 1.444 -2.455
O -1.110 -2.771 1.096
H -1.340 -1.886 1.379
H -0.921 -2.682 0.161
O -3.657 1.323 0.811
H -3.174 1.436 -0.007
H -3.836 0.384 0.858
O -1.336 -0.781 3.217
H -1.854 -0.002 3.418
H -0.449 -0.450 3.076
O -2.412 1.081 -1.560
H -3.013 1.161 -2.301
H -1.623 0.687 -1.933
O 2.241 -2.290 3.216
H 2.469 -2.772 2.421
H 1.850 -1.476 2.900
O -0.246 -0.337 -2.883
H -0.243 -1.188 -2.445
H 0.513 -0.364 -3.465
```


Entry 2:
Here is C12H32BBr2CaN3O8Rb as an isolated structure from OMol25. Energies are from ωB97M-V with the def2-TZVPD basis set.

Summary:
Charge: -1
Spin multiplicity: 1
E_HOMO: -4.129 eV
Energy above the lowest of the compared OMol25 structures with the same formula, charge and spin: 189.2 kJ/mol
Electronic energy: -7116.62099 hartree

Geometry as XYZ:
```
60
C12H32BBr2CaN3O8Rb | OMol25 | ωB97M-V with the def2-TZVPD basis set
C 2.349 0.519 0.739
C 2.778 1.121 -0.620
O 3.479 0.138 -1.379
C 3.390 0.433 -2.733
O 4.355 0.813 -3.259
C 2.098 0.319 -3.545
C 1.409 -1.070 -3.487
C 0.863 -1.472 -2.094
C -0.593 -1.061 -1.815
C -0.909 -1.799 -0.431
O -2.300 -1.733 -0.291
B -2.761 -1.882 -1.708
C -4.159 -1.055 -1.999
C -4.413 0.106 -0.999
C -5.110 1.403 -1.773
N -3.929 2.262 -2.243
O -1.607 -1.662 -2.600
H 2.273 -0.571 0.639
H 1.388 0.931 1.087
H 3.084 0.748 1.526
H 3.442 1.976 -0.404
H 1.896 1.497 -1.162
H 2.395 0.488 -4.592
H 1.357 1.102 -3.324
H 0.579 -1.046 -4.209
H 2.111 -1.849 -3.823
H 0.876 -2.574 -2.058
H 1.478 -1.136 -1.250
H -0.844 0.008 -1.648
H -0.628 -2.866 -0.530
H -0.270 -1.301 0.326
H -3.112 -3.067 -1.731
H -4.980 -1.772 -1.834
H -4.273 -0.683 -3.029
H -3.435 0.519 -0.537
H -5.076 -0.199 -0.126
H -5.817 1.992 -1.081
H -5.768 1.071 -2.694
H -3.450 1.657 -2.917
H -4.269 3.125 -2.682
Rb -3.944 2.113 -0.011
N 0.974 2.404 3.622
H 0.448 2.529 4.628
H 1.882 1.962 3.760
H 0.400 1.811 3.030
H 1.106 3.307 3.172
Br -0.742 1.774 5.690
C 1.503 -1.942 7.110
N 1.874 -0.853 6.180
O 1.700 -1.043 5.000
O 2.353 0.182 6.689
H 1.113 -2.774 6.532
H 2.413 -2.240 7.658
H 0.748 -1.554 7.789
Ca 4.376 -1.324 6.535
O 4.365 -1.018 2.879
H 3.833 -1.099 2.083
Br -6.997 1.606 -3.960
O 4.228 1.538 -6.480
H 4.469 1.191 -5.615
```


Entry 3:
Here is C17H11AsF10IrN3S4 as an isolated structure from OMol25. Energies are from ωB97M-V with the def2-TZVPD basis set.

Summary:
Expectation value of S²: 0.76
Charge: -1
Spin multiplicity: 2
E_HOMO (alpha / beta): -4.210 / -4.216 eV
Energy above the lowest of the compared OMol25 structures with the same formula, charge and spin: 40.7 kJ/mol
Electronic energy: -5750.24348 hartree

Geometry as XYZ:
```
47
C17H11AsF10IrN3S4 | OMol25 | ωB97M-V with the def2-TZVPD basis set
Ir -0.508 -0.039 0.124
C 2.307 -0.076 -0.766
N 1.542 -0.022 0.493
C 1.776 -1.241 1.290
C 1.094 -2.439 0.628
N -0.179 -2.013 0.047
C -1.002 -3.027 -0.414
C -1.507 -3.015 -1.721
F -1.138 -2.053 -2.566
C -2.363 -3.990 -2.198
F -2.805 -3.940 -3.458
C -2.738 -5.046 -1.387
F -3.553 -6.003 -1.848
C -2.255 -5.101 -0.095
F -2.624 -6.105 0.713
C -1.419 -4.104 0.373
F -1.045 -4.171 1.664
C 1.795 1.241 1.223
C 1.047 2.369 0.527
N -0.331 1.932 0.317
C -1.252 2.926 -0.001
C -1.066 3.856 -1.029
F 0.073 3.840 -1.735
C -2.020 4.798 -1.370
F -1.789 5.674 -2.349
C -3.220 4.831 -0.686
F -4.156 5.731 -1.006
C -3.436 3.944 0.351
F -4.580 4.002 1.042
C -2.459 3.028 0.699
F -2.686 2.251 1.760
H 3.382 -0.138 -0.550
H 2.101 0.811 -1.359
H 1.990 -0.943 -1.339
H 1.337 -1.069 2.272
H 2.853 -1.425 1.409
H 0.970 -3.199 1.405
H 1.745 -2.884 -0.139
H 2.872 1.447 1.280
H 1.397 1.109 2.229
H 1.554 2.630 -0.409
H 1.089 3.263 1.161
S -4.765 1.551 -2.807
As -2.973 0.878 -2.136
S -2.783 -0.153 -0.306
S -1.137 1.230 -3.207
S -1.544 2.402 -4.763
```


Entry 4:
Here is C34H30N9OS3Ti as an isolated structure from OMol25. Energies are from ωB97M-V with the def2-TZVPD basis set.

Summary:
Charge: -1
Spin multiplicity: 1
E_HOMO (alpha / beta): -3.447 / -3.448 eV
Energy above the lowest of the compared OMol25 structures with the same formula, charge and spin: 26.9 kJ/mol
Electronic energy: -3925.83973 hartree

Geometry as XYZ:
```
78
C34H30N9OS3Ti | OMol25 | ωB97M-V with the def2-TZVPD basis set
Ti 0.639 -0.371 1.048
C -0.362 4.176 2.371
C -0.170 3.606 0.987
N 1.000 3.656 0.483
N 1.223 3.406 -0.835
C 1.859 2.472 -1.436
S 2.579 0.947 -0.997
S 2.015 2.778 -3.243
C 0.341 3.329 -3.619
C -0.669 2.205 -3.832
C -1.874 2.487 -4.482
C -2.830 1.499 -4.691
C -2.594 0.198 -4.255
C -1.401 -0.092 -3.602
C -0.449 0.903 -3.384
C -1.337 2.993 0.287
C -2.518 3.700 0.073
C -3.567 3.149 -0.651
C -3.422 1.869 -1.176
C -2.264 1.144 -0.937
C -1.229 1.688 -0.187
O -0.143 0.949 0.131
H 0.469 4.838 2.617
H -0.410 3.373 3.108
H -1.302 4.734 2.437
H 0.404 3.955 -4.511
H 0.044 3.959 -2.781
H -2.062 3.501 -4.831
H -3.759 1.743 -5.200
H -3.334 -0.579 -4.425
H -1.201 -1.102 -3.252
H 0.477 0.660 -2.866
H -2.598 4.713 0.454
H -4.483 3.708 -0.808
H -4.213 1.431 -1.775
H -2.155 0.138 -1.316
N -3.196 0.622 3.096
C -2.094 0.044 2.562
S -0.528 0.504 3.147
N -2.351 -0.851 1.617
N -1.218 -1.264 0.986
C -1.363 -2.149 0.096
C -0.194 -2.531 -0.688
C -0.189 -3.556 -1.593
C 1.006 -3.943 -2.185
C 2.160 -3.285 -1.834
C 2.080 -2.214 -0.966
N 0.909 -1.819 -0.427
H -3.066 1.053 3.992
H -4.069 0.140 2.944
H -2.334 -2.603 -0.043
H -1.124 -4.061 -1.815
H 1.031 -4.750 -2.907
H 3.122 -3.580 -2.232
H 2.950 -1.642 -0.706
C 0.012 -5.907 2.441
C 1.286 -5.651 1.949
C 1.773 -4.348 1.854
C 0.979 -3.261 2.246
C -0.298 -3.529 2.762
C -0.773 -4.832 2.853
N 1.411 -1.932 2.130
N 2.791 -1.796 2.015
C 3.185 -0.531 1.991
C 4.574 -0.201 1.985
C 4.941 1.090 2.166
C 3.956 2.095 2.387
C 2.652 1.748 2.293
N 2.244 0.470 2.028
H -0.362 -6.924 2.512
H 1.916 -6.478 1.634
H 2.760 -4.145 1.471
H -0.896 -2.698 3.115
H -1.768 -5.012 3.254
H 5.288 -1.003 1.853
H 5.991 1.360 2.150
H 4.225 3.131 2.567
H 1.877 2.483 2.394
```


Entry 5:
Here is C31H74N5O9V as an isolated structure from OMol25. Energies are from ωB97M-V with the def2-TZVPD basis set.

Summary:
Expectation value of S²: 0.77
Charge: +1
Spin multiplicity: 2
E_HOMO (alpha / beta): -9.112 / -9.149 eV
Electronic energy: -3120.18140 hartree

Geometry as XYZ:
```
120
C31H74N5O9V | OMol25 | ωB97M-V with the def2-TZVPD basis set
O -10.975 -17.368 -30.103
V -10.376 -17.346 -28.669
C -7.303 -15.054 -26.535
C -7.645 -16.096 -25.480
C -7.321 -15.487 -24.108
C -7.944 -16.203 -22.927
C -9.418 -16.392 -23.148
C -9.768 -17.101 -24.476
N -9.059 -16.456 -25.580
O -9.348 -17.039 -26.822
C -11.278 -16.858 -24.614
C -9.539 -18.606 -24.357
C -6.704 -17.301 -25.637
H -7.923 -14.161 -26.500
H -7.474 -15.521 -27.511
H -6.229 -14.867 -26.500
H -7.414 -14.396 -24.105
H -6.234 -15.560 -23.955
H -7.732 -15.645 -22.009
H -7.406 -17.139 -22.738
H -9.938 -15.434 -23.048
H -9.878 -17.025 -22.382
H -11.743 -17.633 -25.231
H -11.441 -15.867 -25.040
H -11.770 -16.831 -23.641
H -9.952 -19.132 -25.222
H -10.044 -19.031 -23.483
H -8.498 -18.895 -24.211
H -5.657 -17.004 -25.763
H -6.918 -17.915 -26.509
H -6.722 -17.954 -24.765
C -12.535 -19.607 -27.713
O -11.246 -19.188 -28.159
C -10.298 -20.269 -28.137
C -8.861 -19.762 -28.166
N -8.777 -18.751 -29.237
C -7.516 -17.967 -29.211
C -7.669 -16.636 -29.913
O -8.869 -16.021 -29.450
C -9.002 -14.650 -29.788
H -12.460 -20.054 -26.721
H -12.994 -20.292 -28.427
H -13.199 -18.745 -27.688
H -10.514 -20.939 -28.981
H -10.455 -20.904 -27.260
H -8.150 -20.580 -28.289
H -8.703 -19.310 -27.183
H -8.586 -19.377 -30.054
H -6.705 -18.546 -29.659
H -7.171 -17.750 -28.205
H -7.785 -16.782 -30.998
H -6.816 -15.968 -29.774
H -9.995 -14.319 -29.502
H -8.915 -14.525 -30.874
H -8.202 -14.064 -29.331
C -17.002 -22.505 -25.548
O -16.904 -21.581 -26.611
C -16.323 -20.378 -26.185
C -16.398 -19.353 -27.289
N -15.651 -19.750 -28.460
C -15.737 -18.771 -29.523
C -15.116 -19.275 -30.825
O -13.889 -18.688 -31.175
C -14.004 -17.345 -31.600
H -17.375 -22.046 -24.629
H -16.021 -22.963 -25.386
H -17.713 -23.278 -25.834
H -15.274 -20.557 -25.898
H -16.828 -19.963 -25.303
H -16.006 -18.418 -26.873
H -17.474 -19.179 -27.462
H -15.987 -20.650 -28.785
H -15.336 -17.787 -29.258
H -16.792 -18.496 -29.715
H -15.843 -19.220 -31.647
H -14.936 -20.350 -30.717
H -14.136 -16.656 -30.756
H -14.860 -17.238 -32.276
H -13.072 -17.040 -32.070
C -5.158 -20.818 -28.006
O -5.599 -20.489 -29.312
C -6.047 -21.606 -30.052
C -6.647 -21.137 -31.346
N -8.076 -20.805 -31.233
C -8.602 -20.249 -32.467
C -10.084 -20.013 -32.343
O -10.678 -21.236 -31.966
C -12.047 -21.073 -31.658
H -5.940 -21.256 -27.373
H -4.799 -19.903 -27.542
H -4.347 -21.553 -28.080
H -6.705 -22.281 -29.492
H -5.143 -22.180 -30.309
H -6.575 -21.969 -32.064
H -6.112 -20.303 -31.798
H -8.605 -21.634 -30.985
H -8.293 -20.772 -33.383
H -8.179 -19.240 -32.596
H -10.524 -19.639 -33.274
H -10.233 -19.257 -31.562
H -12.573 -20.605 -32.498
H -12.177 -20.413 -30.793
H -12.502 -22.046 -31.484
C -13.919 -14.950 -26.749
C -13.232 -15.571 -27.968
C -13.060 -14.469 -29.000
O -12.291 -14.939 -30.089
C -12.408 -14.083 -31.204
N -11.931 -16.192 -27.596
H -14.119 -15.661 -25.950
H -14.839 -14.461 -27.076
H -13.324 -14.123 -26.345
H -13.960 -16.280 -28.371
H -12.522 -13.609 -28.569
H -14.046 -14.161 -29.364
H -12.140 -13.048 -30.957
H -13.442 -14.090 -31.568
H -11.747 -14.431 -31.994
H -12.074 -16.626 -26.687
H -11.374 -15.370 -27.335
```


Entry 6:
Here is an isolated ion of composition CHN2OS and charge -1 from OMol25. Energies are from ωB97M-V with the def2-TZVPD basis set.

Summary:
Charge: -1
Spin multiplicity: 1
E_HOMO: -3.076 eV
Energy above the lowest of the compared OMol25 structures with the same formula, charge and spin: 99.8 kJ/mol
SMILES string: [NH-]N1SC1=O
Electronic energy: -621.61135 hartree

Geometry as XYZ:
```
6
CHN2OS | OMol25 | ωB97M-V with the def2-TZVPD basis set
C -0.732 -0.671 -0.032
N 1.291 0.501 0.437
N 0.421 -0.053 -0.236
O -1.151 -1.831 -0.172
S -1.499 0.870 0.194
H 1.669 1.184 -0.191
```